(1)
76
Properties=species:S:1:pos:R:3:lowdin_charge:R:1 method="wB97M-V/def2-TZVPD" gap_ev=3.78 homo_energy_ev=-5.78 charge=0
C -2.52464 2.03626 0.93399 -0.2485
H -4.25357 -0.79037 -2.07149 0.0596
H -2.68100 -11.19561 3.12572 0.0910
H -0.26921 -8.48219 0.57460 0.1030
H -7.78872 -7.64441 -4.07190 0.0933
N -3.72390 -4.10615 -1.02721 -0.2061
C -2.54363 -3.61493 -1.54123 -0.1122
Br -3.34820 -0.96313 6.53976 0.7297
C -3.69101 0.25323 -0.19712 -0.1923
C -1.86726 -8.60500 3.57079 -0.0042
C -4.59317 -4.99234 -1.81756 -0.1816
C -4.24132 -3.74111 6.53848 -0.5136
H -3.06610 4.11481 0.66921 0.0775
C -1.23875 -9.08289 2.39786 -0.2567
H -0.20911 -1.83230 1.12344 0.0860
C -4.29687 -6.33199 -1.67318 -0.1987
C -0.76303 -8.13092 1.45417 -0.0094
H -0.22696 -0.80220 2.50985 0.0851
C -4.65277 -4.90207 5.73603 -0.6195
H -5.10001 0.67900 -1.69978 0.0797
H -0.93890 1.40545 2.22341 0.1178
C -4.67618 -0.22018 -1.24421 -0.0476
C -2.37238 3.50540 1.26800 -0.0456
H -6.62817 -7.60612 -5.36016 0.0908
C -4.07703 -5.15535 4.52286 -0.1634
O -1.06590 -10.42037 2.09181 -0.1000
H -3.51911 -6.63723 0.38067 0.0892
H -2.34227 -2.27706 4.07138 0.0465
C -5.39909 -4.52043 -2.87011 -0.1912
C -2.08814 -2.52469 -0.88328 -0.1102
C -0.88645 -1.32032 1.81769 -0.0331
H -1.35783 3.88411 1.09242 0.0827
C -2.36736 -4.78650 2.76325 -0.1320
C -2.03053 -7.20662 3.76415 -0.0120
H -1.61267 -4.02187 2.46099 0.0892
C -6.04560 -5.45734 -3.64248 -0.0248
H -1.37335 -2.10917 2.43523 0.0478
H -3.12397 -7.91613 -0.74636 0.0896
C -2.84516 -2.99558 4.62153 -0.1127
C -3.25929 -6.82128 -0.68522 -0.0333
H -5.52977 -0.79149 -0.81894 0.0790
H -4.41141 -6.00459 3.92863 0.1115
N -2.91021 -2.14996 0.16755 -0.2558
H -1.08682 -11.40966 3.91469 0.0919
H -6.73222 -5.09585 -4.42529 0.1346
H -4.81988 -8.25988 -2.38934 0.1129
H -1.46836 -12.32959 2.46232 0.0925
C -1.68728 1.07721 1.52653 0.0244
C -3.53607 -2.66812 5.76595 -0.6202
H -4.61363 -2.53908 -3.46478 0.0946
H -1.17910 -1.95599 -1.03138 0.1347
H -2.26101 -9.29222 4.29168 0.0946
C -4.98127 -7.20923 -2.49614 0.0104
H -3.06983 -4.43127 1.93537 -0.0198
C -1.85298 -0.30286 1.27227 -0.1907
C -3.08961 -4.28089 4.04823 -0.2425
H -2.11817 -4.16145 -2.34437 0.1293
C -1.79682 -6.23591 2.73334 -0.1826
O -4.73450 -3.42463 7.64693 -0.1072
H -2.57911 3.70358 2.33508 0.0921
P -4.09615 -3.28899 0.51490 1.2381
H -2.43052 -6.91356 4.76588 0.1227
C -5.88900 -6.79829 -3.47006 -0.2676
C -3.50382 1.60422 0.05500 -0.0086
H -4.17301 2.32137 -0.45519 0.1294
C -1.62272 -11.38207 2.97518 -0.0824
H -0.74386 -6.03259 0.84159 0.1168
C -1.07589 -6.76057 1.63661 -0.0829
H -2.23691 -6.42183 -0.83738 0.0730
H -6.42416 -8.76444 -4.04107 0.0749
H -5.96259 -2.52323 -2.25167 0.0510
H -6.32848 -2.88432 -3.90733 0.0892
C -5.56511 -3.03143 -3.11307 -0.0364
C -6.71117 -7.74373 -4.27042 -0.0449
Br -5.78376 -6.14738 6.61122 0.7161
C -2.89997 -0.70837 0.46526 -0.1819

(2)
85
Properties=species:S:1:pos:R:3:lowdin_charge:R:1 method="wB97M-V/def2-TZVPD" gap_ev=6.98 homo_energy_ev=-6.85 charge=0 de_lowest_kcal_mol=7.9
H 2.91314 -5.72588 3.34097 0.1061
N 1.17398 5.69269 0.48949 -0.0583
C 2.54889 -2.19168 0.59666 -1.1631
H 4.72334 1.34838 0.62333 0.0984
C -0.78899 4.70791 0.83507 0.0656
C 4.80872 2.49464 -1.19057 -0.0702
H 2.29210 7.22621 -0.43651 0.0972
H -4.32961 -1.64397 2.30567 0.0790
H -1.71121 -0.17480 -2.69670 0.1181
H -1.60700 7.18181 1.61694 0.0854
N 1.31894 4.35106 0.18959 0.0569
C -2.84809 -1.78514 0.96232 -0.9169
H 2.21444 7.28192 1.33681 0.0906
C 0.80031 -0.77826 5.08403 -0.2150
H -1.02491 -4.37822 4.36953 0.0985
H -0.27301 -2.36827 -0.10639 0.0415
C -1.14891 0.44198 4.45624 -0.0457
N 0.34241 0.19774 -2.54822 -0.1381
C 1.12913 -3.08825 2.09728 -0.3425
H 1.55950 0.60633 -6.13412 0.1210
N 0.65223 -0.71294 -4.78437 -0.0854
H 2.29071 0.97342 -2.60335 0.1080
N 1.34959 -2.09759 1.14526 -0.1104
S -2.57965 -0.14540 0.85131 0.6403
H -0.53403 7.94446 0.43715 0.0915
C 0.11907 3.69436 0.38851 -0.4197
N 0.83961 0.59058 3.12835 0.0637
H 1.00412 2.16863 -2.31745 0.1097
H 2.54959 4.85184 -2.11386 0.1231
H -0.00966 -1.78399 -3.11180 0.1107
C 4.26953 2.13778 0.03939 -0.0843
S 3.20286 -1.18017 -0.59698 0.4893
C -0.10175 5.89182 0.87791 -0.2686
C 2.18580 -3.98922 2.29345 -0.4894
C 1.43458 -0.25777 3.96280 -0.0872
C 0.91845 -5.18022 3.93157 -0.1019
H -0.87201 1.63288 2.67925 0.0874
H -2.17553 0.74451 4.60610 0.1093
H 0.82938 -5.98091 4.65420 0.0988
C 3.12829 2.77368 0.50711 -0.0085
C -0.03156 -3.22995 2.85986 -0.0513
N -2.20822 -2.72413 0.23154 -0.0934
C -0.52263 -0.42161 5.33177 -0.0143
H -2.19258 -3.65802 0.61776 0.1384
N -3.71810 -2.31356 1.87227 0.0724
H 0.02704 7.65921 2.08632 0.0827
O -0.00949 2.47920 0.16962 -0.1857
H -1.11682 -3.04579 -1.36869 0.0881
K 0.69364 0.31618 0.20015 0.5403
H -1.27937 1.51040 -2.35867 0.1246
H -0.82142 -2.49581 2.76451 0.0943
C -0.13105 -4.27471 3.76522 -0.0997
C -0.11825 1.99376 -4.66447 -0.1770
H 2.45708 -0.54048 3.73511 0.1327
C 2.52757 3.75550 -0.27093 -0.2180
C 2.08878 -5.03659 3.20112 -0.0931
C 1.50001 -1.67073 5.97364 -0.1771
C 4.20498 3.48255 -1.95887 -0.0691
C 2.28080 6.62359 0.47321 0.0091
H 1.70038 -1.31201 -3.06074 0.0858
H -4.09662 -3.23508 1.71687 0.0987
C 3.05395 4.11008 -1.50504 -0.0295
H -0.16119 2.22864 -5.72981 0.1205
N -1.09451 0.93900 -4.37024 -0.0851
H 2.59292 0.06788 -4.79461 0.1265
H -1.40842 -1.06018 -4.90600 0.1228
H -0.74209 -0.03289 -6.18935 0.1206
C -0.57667 7.24693 1.27620 -0.0097
H -1.82808 4.55017 1.07254 0.1164
H 3.21319 6.07026 0.53428 0.0938
C 1.58436 0.38453 -5.06550 -0.1720
C 1.27908 1.27704 -2.88623 -0.1961
H 5.69146 1.98676 -1.55836 0.1104
S 3.49526 -3.54765 1.24221 0.9924
N 1.25484 1.60576 -4.31773 -0.0810
H -0.38448 2.88792 -4.09682 0.1230
C -0.70046 -0.25795 -5.12179 -0.1783
N 2.04450 -2.38448 6.69198 0.1669
C 0.69936 -0.98611 -3.34195 -0.1834
H -1.03905 -0.82480 6.19298 0.1237
C -1.00866 0.62443 -2.93769 -0.1718
H 4.61120 3.74534 -2.92746 0.1085
N -1.15723 -2.36864 -0.62012 0.0454
H 2.68522 2.50134 1.45944 0.1204
C -0.42661 0.93000 3.37617 -0.1575

(3)
13
Properties=species:S:1:pos:R:3:lowdin_charge:R:1 method="wB97M-V/def2-TZVPD" smiles="CC(=O)O[P@](N)(=O)[O-]" gap_ev=8.84 homo_energy_ev=-4.99 charge=-1 de_lowest_kcal_mol=6.9
H -0.24607 -2.32189 -2.09200 0.0081
O 0.25030 1.10654 -0.81851 0.0196
H 1.79763 2.12900 1.24888 0.1053
C 0.69796 1.81255 1.47123 0.0018
C 0.34391 0.81241 0.34633 -0.7161
H 0.20424 -0.66244 -2.12718 0.0332
O -2.15142 -0.75810 -0.72463 -0.3431
H 0.56931 1.37671 2.50738 0.0871
O 0.09698 -0.36446 0.68475 -0.0604
H -0.05332 2.53793 1.17885 0.0668
O -0.84748 -2.68185 0.35894 -0.3572
N 0.21255 -1.56992 -1.65140 -0.0646
P -0.87460 -1.41647 -0.38264 0.2195

(4)
12
Properties=species:S:1:pos:R:3:lowdin_charge:R:1 method="wB97M-V/def2-TZVPD" smiles="O=CCCC=O" gap_ev=10.80 homo_energy_ev=-9.96 charge=0 de_lowest_kcal_mol=27.5
H -0.16277 1.38692 1.21792 0.1215
H -0.58177 0.15847 -1.37100 0.1262
H 0.74823 -0.21932 1.14134 0.1098
O -2.41647 0.06142 1.13203 0.0580
C 0.18443 0.63167 -0.75399 -0.1394
H -1.21275 -1.47845 0.74833 0.1297
O 2.12608 -0.77865 -0.61678 0.0551
C -0.06763 0.40342 0.75591 -0.1443
H 0.21296 1.69604 -0.92936 0.1109
H 1.92659 0.49988 -2.13780 0.1235
C 1.51555 0.07629 -1.19780 -0.2624
C -1.32599 -0.39204 0.91502 -0.2887

(5)
48
Properties=species:S:1:pos:R:3:lowdin_charge:R:1 method="wB97M-V/def2-TZVPD" gap_ev=4.92 homo_energy_ev=-7.28 charge=0 de_lowest_kcal_mol=25.0
N 3.97666 -0.38118 -0.66479 -0.1831
H 6.83611 -0.29126 -2.23395 0.1016
C 2.56665 -0.62099 3.44031 -0.0710
C -6.11516 -1.59759 -0.19608 -0.3213
H 3.06506 5.18839 -1.92372 0.0932
H -2.58430 1.73472 -1.55094 0.1131
C 6.08594 -0.40354 -0.15395 -0.0680
H 4.99171 -1.63273 2.24728 0.0738
H -7.22295 1.15084 -1.51466 0.1112
H 3.28517 -0.69072 4.23919 0.1348
C 0.81858 -0.47583 2.13995 -0.1238
H -2.66734 -2.31385 -0.14877 0.1328
H 5.02811 0.36053 2.43953 0.0724
O -7.86683 -3.48238 -0.17915 -0.3480
S -6.72556 -3.09869 0.61869 0.3853
H 0.53948 -0.56419 4.32723 0.1085
C 2.31646 4.80142 -1.23531 -0.0354
C -2.09642 0.82374 -1.23559 0.0151
C -6.50123 0.41838 -1.16588 -0.1115
Pt 1.98782 -0.27585 -0.60506 1.1455
C -4.31824 -0.34101 -0.81153 -0.2332
H -0.11937 1.63546 -1.49006 0.0842
H 2.55019 5.13066 -0.22475 0.0937
H -0.16332 -0.40523 1.71175 0.1000
C 2.31832 3.34464 -1.28613 -0.2142
N 2.99463 -0.58203 2.17724 -0.0532
N 1.91954 -0.50088 1.36969 -0.1370
C -5.13442 0.66482 -1.29110 0.0028
N -4.79694 -1.45177 -0.27251 0.1521
C -2.82550 -0.29347 -0.84294 -0.0963
H 1.33628 5.17937 -1.51901 0.0914
O -5.58801 -3.99458 0.55334 -0.3688
C -0.74500 -1.40219 -0.44713 -0.1244
H 6.93186 -0.45236 0.51016 0.1337
B 4.54107 -0.58268 1.87112 -0.3719
O -7.02338 -2.58021 1.94102 -0.3511
N 2.34567 2.19932 -1.32023 0.1220
N -6.99162 -0.68266 -0.63410 0.1384
H 4.14604 -0.26289 -2.75802 0.1091
C -0.72002 0.78553 -1.19972 -0.1124
C -2.11793 -1.43122 -0.45153 0.0385
N 4.84783 -0.43446 0.34473 -0.0629
N -0.04607 -0.30542 -0.80355 -0.1706
H -4.76859 1.57628 -1.74030 0.0972
C 4.66279 -0.31450 -1.81253 -0.1457
C 1.18615 -0.55723 3.46904 -0.0256
H -0.16001 -2.26219 -0.15149 0.1199
C 6.02008 -0.32830 -1.53580 -0.0406

(6)
18
Properties=species:S:1:pos:R:3:lowdin_charge:R:1 method="wB97M-V/def2-TZVPD" s_squared=8.755 multiplicity=6 gap_ev="6.59 / 8.23" homo_energy_ev="-5.95 / -8.67" charge=0 de_lowest_kcal_mol=41.9
O -0.79624 -0.26287 2.85741 -0.1673
H -1.52832 0.37651 2.56661 0.1115
H -1.19394 -2.00020 1.78046 0.0651
H -1.32255 1.49231 0.12827 0.0217
H 1.21188 0.12986 -0.05156 0.1325
H -2.35852 -1.55015 3.03069 0.0779
O 0.68872 0.49403 -2.09987 -0.4760
H 2.36750 1.55692 -2.67658 0.0960
Fe -1.27523 0.12919 -2.44563 0.6808
H -0.95178 -0.30674 0.34072 -0.0080
C 1.99924 0.52121 -2.61540 -0.1012
H -0.78268 -2.24428 3.52343 0.0824
H 2.67280 -0.06733 -1.97322 0.0956
C -0.89340 0.57949 -0.31122 -0.2725
C -1.28635 -1.58468 2.79773 -0.1871
H 0.93247 1.83710 -0.54103 0.1134
H 1.96492 0.08548 -3.61999 0.0921
C 0.55148 0.81413 -0.69081 -0.3569